C6H12N2 | ωB97M-V/def2-TZVPD

The value obtained for the relative energy (zero: lowest compared OMol25 entry of this formula, charge and spin) is 0.895 eV. As for the highest occupied orbital energy: -0.29395 hartree. As for the multiplicity: 1. Its total energy is -9395.9550 eV. Its SMILES is C[C@@H]1C=C(N)[C@@]1(C)N. The calculation puts the HOMO-LUMO gap at 9.12 eV.

Each line ends with the Mulliken charge.
Positions of all 20 atoms, in Å:
C 0.028 1.280 1.123  -1.862
C -2.148 -0.575 0.239  -1.506
C 1.118 -0.740 -0.019  -0.240
C 0.261 0.502 -0.163  1.556
N 2.418 -0.829 0.413  -0.513
N 0.759 1.416 -1.175  -0.753
C 0.146 -1.584 -0.379  -0.768
C -0.882 -0.498 -0.599  -0.011
H 2.961 0.006 0.251  0.260
H 2.899 -1.683 0.174  0.265
H 0.093 2.166 -1.328  0.266
H 0.892 0.929 -2.055  0.287
H 0.075 -2.651 -0.474  0.429
H -1.158 -0.359 -1.652  0.275
H -0.162 0.604 1.951  0.377
H -0.816 1.957 1.013  0.436
H 0.917 1.866 1.347  0.413
H -2.709 0.356 0.185  0.342
H -2.783 -1.378 -0.132  0.422
H -1.911 -0.783 1.279  0.326

---

C32H35N9O6RhS3 | ωB97M-V/def2-TZVPD

The value obtained for the relative energy (zero: lowest compared OMol25 entry of this formula, charge and spin) is 0.381 eV. Its total charge is +1. As for the highest occupied orbital energy (alpha / beta): -0.30419 / -0.38966 hartree. As for the multiplicity: 5. Its total energy is -94952.4224 eV. The calculation puts the HOMO-LUMO gap (alpha / beta) at 5.21 / 5.43 eV.

Each line ends with the Löwdin spin population.
Positions of all 86 atoms, in Å:
Rh 0.639 -0.339 -0.409  0.918
C 3.032 -2.467 -3.317  0.046
C 1.943 -1.705 -2.650  0.372
N 2.063 -1.349 -1.294  0.375
N 3.247 -1.518 -0.770  0.241
C 3.467 -1.145 0.481  0.121
N 4.736 -1.198 0.929  0.100
S 2.205 -0.751 1.596  0.196
C 0.821 -1.207 -3.314  0.077
C 0.535 -1.441 -4.686  0.117
C -0.587 -0.898 -5.250  0.016
C -1.443 -0.107 -4.470  0.157
C -1.117 0.087 -3.138  0.006
N -0.045 -0.442 -2.566  0.203
H 3.557 -3.090 -2.601  0.004
H 3.762 -1.753 -3.714  0.020
H 2.662 -3.077 -4.138  0.004
H 5.466 -1.257 0.236  0.003
H 4.947 -0.670 1.758  0.007
H 1.217 -2.038 -5.273  0.006
H -0.812 -1.069 -6.294  -0.002
H -2.338 0.333 -4.884  0.010
H -1.757 0.689 -2.500  -0.002
C 2.012 7.308 -4.016  0.000
C 2.233 6.056 -3.218  0.000
C 1.159 5.240 -2.869  0.000
C 1.363 4.035 -2.215  0.003
C 2.656 3.658 -1.896  0.007
C 3.741 4.462 -2.207  0.002
C 3.522 5.659 -2.866  0.001
S 2.990 2.034 -1.270  0.029
O 3.055 1.172 -2.412  0.007
O 4.112 2.068 -0.371  0.021
N 1.612 1.610 -0.418  0.370
C 1.260 2.312 0.675  0.036
C 1.943 3.424 1.202  0.175
C 1.516 4.018 2.384  -0.003
C 0.378 3.586 3.024  0.192
C -0.387 2.517 2.493  0.007
C -1.597 2.084 3.064  0.033
C -2.308 1.100 2.434  -0.010
C -1.761 0.471 1.316  0.029
N -0.587 0.797 0.794  -0.007
C 0.068 1.859 1.337  0.039
H 0.981 7.652 -3.947  0.000
H 2.225 7.100 -5.067  0.000
H 2.674 8.115 -3.704  0.000
H 0.151 5.544 -3.123  0.000
H 0.529 3.389 -1.969  0.001
H 4.738 4.135 -1.940  0.000
H 4.369 6.285 -3.118  0.000
H 2.831 3.782 0.704  0.007
H 2.091 4.833 2.802  -0.004
H 0.036 4.063 3.934  0.009
H -1.948 2.544 3.979  0.001
H -3.269 0.775 2.802  -0.001
H -2.304 -0.334 0.842  0.001
C -4.756 -2.382 5.248  0.000
C -3.531 -3.225 5.572  0.000
S -2.438 -3.328 4.149  0.000
O -2.148 -1.997 3.662  0.000
O -1.321 -4.183 4.457  0.000
C -3.427 -4.154 2.878  0.000
C -2.494 -4.680 1.789  0.001
N -2.026 -3.649 0.862  0.002
C -0.786 -3.117 0.795  0.005
N -0.697 -2.221 -0.190  0.045
C -1.917 -2.174 -0.782  0.002
C -2.759 -3.044 -0.149  0.001
N -4.115 -3.288 -0.497  0.000
O -4.765 -4.090 0.155  0.000
O -4.541 -2.671 -1.452  0.000
C 0.338 -3.574 1.643  0.002
H -5.364 -2.234 6.138  0.000
H -5.381 -2.857 4.492  0.000
H -4.441 -1.406 4.878  0.000
H -3.771 -4.256 5.829  0.000
H -2.926 -2.789 6.367  0.000
H -4.145 -3.435 2.495  0.000
H -3.960 -4.980 3.348  0.000
H -3.016 -5.437 1.213  0.000
H -1.628 -5.125 2.276  0.000
H -2.150 -1.576 -1.642  0.000
H 0.351 -4.661 1.719  0.000
H 0.256 -3.170 2.653  0.000
H 1.273 -3.238 1.206  0.001

---

C4H12Cu4O12S2 | ωB97M-V/def2-TZVPD

The value obtained for the relative energy (zero: lowest compared OMol25 entry of this formula, charge and spin) is 1.664 eV. Its total charge is +4. As for the highest occupied orbital energy (alpha / beta): -0.81909 / -0.81850 hartree. As for the multiplicity: 5. Its total energy is -229087.9181 eV. The calculation puts the HOMO-LUMO gap (alpha / beta) at 8.11 / 4.38 eV.

Each line ends with the Löwdin spin population.
Positions of all 34 atoms, in Å:
Cu -1.431 -2.543 -0.605  0.800
Cu 2.742 -3.762 -1.376  0.491
Cu 0.866 2.234 -2.278  0.714
Cu 2.072 -0.668 2.681  0.062
S 1.064 -0.661 -0.643  0.011
O 1.492 0.376 -1.630  0.124
O -0.398 -0.786 -0.718  0.078
O 1.642 -1.947 -0.891  0.045
O 1.477 -0.179 0.693  0.012
S 1.034 -3.771 1.505  -0.022
O 0.742 -5.064 2.200  0.692
O 1.179 -2.627 2.386  0.231
O 2.258 -3.928 0.656  0.358
O -0.027 -3.490 0.535  0.179
C 2.358 4.087 -0.637  0.008
C 1.635 3.294 0.489  0.008
O 0.384 2.629 0.074  0.033
O 2.628 3.379 -1.841  0.087
H 3.336 4.538 -0.468  0.001
H 1.751 4.944 -0.928  0.002
H 1.350 3.822 1.399  0.003
H 2.327 2.506 0.787  0.000
H 0.161 2.088 0.835  0.001
H 3.562 3.264 -2.033  0.001
C -3.704 -1.004 0.684  0.000
C -3.502 -0.392 -0.644  0.005
O -3.045 -1.401 -1.553  0.066
O -2.527 -1.384 1.238  0.003
H -4.367 -1.868 0.667  0.000
H -4.140 -0.247 1.336  0.000
H -2.773 0.399 -0.471  0.001
H -4.492 -0.025 -0.913  0.004
H -3.306 -1.108 -2.429  0.002
H -2.350 -0.705 1.893  0.000

---

C5H8N2 | ωB97M-V/def2-TZVPD

The value obtained for the relative energy (zero: lowest compared OMol25 entry of this formula, charge and spin) is 1.229 eV. As for the highest occupied orbital energy: -0.36814 hartree. As for the multiplicity: 1. Its total energy is -8293.7669 eV. Its SMILES is C[C@@]1(CC#N)CN1. The calculation puts the HOMO-LUMO gap at 10.88 eV.

Each line ends with the Mulliken charge.
Positions of all 15 atoms, in Å:
C 1.119 0.892 -0.447  -1.390
C -0.158 0.231 0.023  1.051
C -0.589 -0.986 -0.785  -0.631
C 0.338 -2.111 -0.612  0.298
N 1.086 -2.982 -0.464  -0.430
C -0.569 0.312 1.444  -0.679
N -1.282 1.072 0.414  -0.685
H 1.904 0.153 -0.642  0.389
H 0.939 1.445 -1.378  0.314
H 1.500 1.595 0.301  0.350
H -0.640 -0.736 -1.851  0.269
H -1.592 -1.290 -0.471  0.329
H 0.080 0.851 2.131  0.274
H -1.142 -0.494 1.900  0.250
H -0.995 2.048 0.437  0.290